Record 1
Computed, not measured: C4H9NO in the gas phase in a non-equilibrium geometry, with ωB97M-V/def2-TZVPD.

Last column: Mulliken charge in e.
Geometry (Å):
1 O -1.1768 0.4058 -0.9369  -0.373
2 N 0.0960 -0.3749 0.7576  -0.497
3 C 1.3647 -0.8747 1.2483  -0.783
4 C -2.1170 -0.6088 -0.6019  -0.619
5 C 0.9403 1.4829 -0.6115  -1.171
6 C -0.0316 0.4210 -0.2028  0.877
7 H 1.6960 1.1097 -1.3081  0.254
8 H 0.8218 -1.6801 0.6006  0.346
9 H 1.4601 1.8512 0.2806  0.349
10 H -1.7280 -1.6142 -0.8106  0.252
11 H 0.3993 2.3073 -1.0783  0.342
12 H 2.2745 -0.2206 1.1213  0.256
13 H 1.3211 -1.2216 2.2855  0.233
14 H -2.3924 -0.5610 0.4559  0.292
15 H -2.9889 -0.4194 -1.2299  0.244

As for the LUMO energy: 1.04 eV. The value obtained for the energy relative to the best compared isomer or geometry (same formula, charge and spin) is 318.4 kJ/mol. The calculation puts the largest force on an atom at 3.96 eV/Å. As for the HOMO-LUMO gap: 0.3517 Eh. The value obtained for the electronic energy is -7829.020 eV. The charge is 0.


Record 2
Computed, not measured: a molecular structure, C11H23LuO3P2 in a non-equilibrium geometry, with ωB97M-V/def2-TZVPD.

Last column: Mulliken charge in e.
Geometry (Å):
1 Lu 0.2250 -0.3369 -2.2250  0.578
2 P 0.1721 -2.5150 -1.8415  -0.201
3 P -0.9945 0.3236 0.3273  0.582
4 O -1.7339 0.7766 1.8343  -0.464
5 O -1.1671 1.9932 0.1260  -0.507
6 O -0.7832 -1.3882 0.4876  -0.377
7 C -0.9871 0.7948 -3.8179  -0.427
8 C 0.4058 0.1324 3.1337  -0.889
9 C -0.1658 -0.2105 -4.4207  -0.592
10 C 1.2341 0.1438 -4.2327  -0.512
11 C -0.1082 3.3358 1.8053  -1.086
12 C 0.9082 -2.7762 1.7981  -0.977
13 C 0.0562 2.6056 0.4806  -0.167
14 C 1.2755 1.3089 -3.4363  -0.467
15 C -1.1384 0.2661 3.0361  -0.778
16 C -0.5589 -2.2792 1.6094  -0.455
17 C -0.0987 1.6802 -3.1287  -0.347
18 H 0.9080 -0.1372 2.1852  0.204
19 H 2.0901 -0.4015 -4.6326  0.437
20 H -1.0551 -3.2076 1.2402  0.521
21 H -1.4291 0.9164 3.8829  0.393
22 H -2.0753 0.8504 -3.8426  0.406
23 H 0.8010 3.9228 2.0332  0.355
24 H 0.2952 3.3428 -0.3071  0.335
25 H 0.0805 -3.0014 -0.5033  -0.009
26 H -0.5254 -1.0484 -5.0220  0.516
27 H -0.3973 2.5608 -2.5556  0.405
28 H 0.8841 1.0502 3.5175  0.369
29 H -0.2672 2.6424 2.6383  0.072
30 H 1.4217 -2.3268 2.6607  0.328
31 H 1.5496 -2.5870 0.9126  0.268
32 H 2.1695 1.8373 -3.1026  0.433
33 H 1.2422 -3.3738 -2.2523  0.102
34 H 0.9455 1.9227 0.5255  0.244
35 H -1.0005 3.9884 1.7597  0.292
36 H 0.6446 -0.6498 3.8880  0.381
37 H -1.6772 -0.6318 3.3566  0.433
38 H -0.8644 -3.3418 -2.3829  0.092
39 H 0.9193 -3.8790 1.9751  0.320
40 H -1.2004 -2.3040 2.4889  0.191

As for the LUMO energy (spin up / spin down): -0.73 / -0.67 eV. The calculation puts the largest force on an atom at 9.54 eV/Å. As for the HOMO-LUMO gap (spin up / spin down): 0.1521 / 0.1546 Eh. The value obtained for the electronic energy is -70111.026 eV. The charge is 0.


Record 3
Computed, not measured: 6 unconnected molecules or ions with the total composition C16H31FO23S6, with ωB97M-V/def2-TZVPD.

Last column: Mulliken charge in e.
Geometry (Å):
1 S -0.1156 -2.8918 -0.2335  1.057
2 S -3.9896 -3.6399 5.2181  1.120
3 S 0.4186 4.5262 -0.2562  1.325
4 S 2.6249 0.0249 -3.5744  1.080
5 S -2.9425 5.1822 -3.6132  1.154
6 S 5.5004 -4.2759 -0.3815  1.145
7 F 1.8275 1.4278 1.1162  -0.409
8 O 0.4737 -4.0660 -0.7675  -0.656
9 O -4.5400 -3.2323 3.9735  -0.537
10 O 4.2930 -3.5782 -0.1143  -0.427
11 O 1.0480 4.3585 -1.5300  -0.631
12 O -3.0908 3.9356 -2.9449  -0.577
13 O 1.4104 0.7035 -3.2793  -0.521
14 O 3.6775 0.2911 -2.4135  -0.355
15 O 3.2706 0.2330 -4.8209  -0.607
16 O -2.0906 4.9968 -4.9372  -0.315
17 O 5.2704 -5.8108 -0.0522  -0.315
18 O 0.4573 5.7811 0.4114  -0.728
19 O 6.5701 -3.9933 0.7598  -0.338
20 O -4.3008 -2.5176 6.2976  -0.307
21 O -4.2530 -4.9250 5.7504  -0.540
22 O 0.3311 -1.6095 -0.6506  -0.326
23 O 1.0757 3.4747 0.7379  -0.471
24 O -4.3336 5.5032 -4.3240  -0.303
25 O -2.4045 -3.4345 5.1861  -0.277
26 O -0.0769 -2.9861 1.3562  -0.340
27 O 2.4067 -1.5172 -3.2955  -0.287
28 O -1.6952 -2.9329 -0.3906  -0.337
29 O 6.1350 -4.1177 -1.6410  -0.607
30 O -2.4612 6.3178 -2.9166  -0.589
31 C 3.4537 -2.0224 -2.4325  -0.320
32 C -4.1497 5.7004 -5.7350  -0.332
33 C 6.6611 -5.1070 1.6641  -0.300
34 C -2.3078 -3.3862 0.8301  -0.400
35 C -3.4682 3.9633 0.9013  -1.210
36 C -1.2350 3.8774 -0.3225  1.740
37 C 0.1277 1.6197 -0.5556  0.037
38 C -2.9577 4.8231 -6.0683  -0.319
39 C 6.3243 -6.3020 0.7929  -0.336
40 C 1.3614 2.2168 0.0979  0.297
41 C 3.7680 -0.8476 -1.5329  -0.065
42 C -2.0565 -2.1815 5.8013  -0.307
43 C -3.0906 -2.0276 6.8991  -0.326
44 C -2.0268 4.4634 0.8588  -0.928
45 C -1.3951 -2.8307 1.9044  -0.065
46 C -1.1786 2.3362 -0.2131  -0.757
47 H 4.7680 -0.8844 -1.1123  0.361
48 H 7.1664 -6.6037 0.1689  0.297
49 H 2.1881 2.3634 -0.5920  0.399
50 H -2.8564 -2.6422 7.7688  0.292
51 H 0.3091 1.5129 -1.6232  0.267
52 H -1.0378 -2.2445 6.1716  0.350
53 H 0.0526 0.5952 -0.1840  -0.259
54 H -1.5785 -1.7679 2.0753  0.141
55 H -1.5003 4.2101 1.7821  0.419
56 H -5.0589 5.4061 -6.2509  0.296
57 H -1.6716 4.2062 -1.2618  -0.982
58 H -3.2322 3.7702 -6.1453  0.288
59 H 4.3072 -2.3006 -3.0528  0.261
60 H -3.9415 6.7553 -5.9186  0.292
61 H -3.2436 -0.9965 7.2031  0.299
62 H -2.1335 -1.3865 5.0575  0.248
63 H -1.4658 -3.3742 2.8415  0.218
64 H -2.0278 5.5486 0.7791  0.444
65 H -3.5434 2.8783 0.8297  0.302
66 H -1.4746 2.0741 0.8046  0.294
67 H 5.9344 -4.9686 2.4653  0.273
68 H -1.9458 1.9250 -0.8709  0.399
69 H 3.0325 -0.7385 -0.7377  0.106
70 H -2.3248 -4.4769 0.8354  0.328
71 H 7.6656 -5.1425 2.0750  0.305
72 H -4.0617 4.4153 0.1058  0.251
73 H -3.3218 -3.0034 0.8872  0.316
74 H 5.9526 -7.1542 1.3533  0.303
75 H -2.4282 5.1347 -6.9634  0.302
76 H -3.9309 4.2535 1.8464  0.417
77 H 3.0759 -2.8876 -1.8982  0.286

As for the LUMO energy: 0.14 eV. The calculation puts the largest force on an atom at 0.66 eV/Å. As for the HOMO-LUMO gap: 0.3823 Eh. The value obtained for the electronic energy is -131911.664 eV. The charge is 0.